A 7-piece molecular cluster, C51H50BrCl2F7N3 overall. Source: the OMol25 dataset; level of theory: ωB97M-V with the def2-TZVPD basis set.

Bonds (Å) are listed after each position.
Atoms and positions in Å:
1 C -0.880 -5.476 0.354  C2 1.490, H16 1.088, H17 1.090, H18 1.092
2 C -0.195 -4.891 -0.832  C1 1.490, Cl3 1.713, C4 1.328
3 Cl -0.183 -5.888 -2.226  C2 1.713
4 C 0.364 -3.687 -0.871  C2 1.328, Cl5 1.728, N6 1.435
5 Cl 1.107 -3.022 -2.283  C4 1.728, F103 1.564
6 N 0.432 -2.819 0.269  C4 1.435, C7 1.493, C10 1.382
7 C 1.801 -2.560 0.806  N6 1.493, C8 1.520, H19 1.095, H20 1.086
8 C 1.531 -1.259 1.544  C7 1.520, N9 1.494, H21 1.093, H22 1.082
9 N 0.762 -0.538 0.485  C8 1.494, C10 1.398, H23 1.022
10 C -0.137 -1.563 0.175  N6 1.382, N9 1.398, N11 1.295
11 N -1.387 -1.309 -0.044  C10 1.295, C12 1.456, H24 1.017
12 C -2.423 -2.311 -0.255  N11 1.456, C13 1.535, H25 1.083, H26 1.093
13 C -3.540 -1.860 -1.206  C12 1.535, C14 1.530, H27 1.091, H28 1.090
14 C -3.640 -2.720 -2.467  C13 1.530, Br15 1.934, H29 1.088, H30 1.085
15 Br -2.800 -1.870 -3.988  C14 1.934
16 H -0.874 -4.801 1.207  C1 1.088
17 H -0.404 -6.412 0.648  C1 1.090
18 H -1.917 -5.713 0.106  C1 1.092
19 H 2.452 -2.330 -0.044  C7 1.095
20 H 2.209 -3.391 1.375  C7 1.086
21 H 0.775 -1.477 2.302  C8 1.093
22 H 2.369 -0.723 1.969  C8 1.082
23 H 1.338 -0.342 -0.337  N9 1.022
24 H -1.638 -0.324 -0.027  N11 1.017
25 H -1.976 -3.222 -0.634  C12 1.083
26 H -2.842 -2.556 0.724  C12 1.093
27 H -3.382 -0.821 -1.499  C13 1.091
28 H -4.494 -1.910 -0.682  C13 1.090
29 H -3.123 -3.671 -2.353  C14 1.088
30 H -4.669 -2.933 -2.736  C14 1.085
31 F 2.699 -0.815 4.460  C32 1.358
32 C 3.506 0.270 4.589  F31 1.358, C33 1.378, C37 1.379
33 C 4.577 0.375 3.729  C32 1.378, C34 1.386, H38 1.082
34 C 5.397 1.487 3.837  C33 1.386, C35 1.387, H39 1.082
35 C 5.141 2.457 4.795  C34 1.387, C36 1.389, H40 1.081
36 C 4.055 2.321 5.650  C35 1.389, C37 1.390, H41 1.082
37 C 3.220 1.214 5.554  C32 1.379, C36 1.390, H42 1.081
38 H 4.765 -0.398 2.995  C33 1.082
39 H 6.237 1.599 3.165  C34 1.082
40 H 5.785 3.323 4.861  C35 1.081
41 H 3.851 3.079 6.394  C36 1.082
42 H 2.364 1.084 6.202  C37 1.081
43 F 4.484 5.557 1.903  C44 1.347
44 C 3.752 4.750 1.110  F43 1.347, C45 1.385, C49 1.384
45 C 3.867 4.884 -0.264  C44 1.385, C46 1.387, H50 1.081
46 C 3.108 4.045 -1.067  C45 1.387, C47 1.385, H51 1.078
47 C 2.260 3.111 -0.495  C46 1.385, C48 1.382, H52 1.084
48 C 2.171 2.992 0.880  C47 1.382, C49 1.388, H53 1.084
49 C 2.924 3.815 1.706  C44 1.384, C48 1.388, H54 1.082
50 H 4.533 5.627 -0.680  C45 1.081
51 H 3.141 4.064 -2.144  C46 1.078
52 H 1.668 2.467 -1.135  C47 1.084
53 H 1.501 2.255 1.309  C48 1.084
54 H 2.873 3.738 2.784  C49 1.082
55 F -1.439 -5.433 4.139  C56 1.349
56 C -1.550 -4.261 4.798  F55 1.349, C57 1.379, C61 1.382
57 C -1.745 -4.284 6.163  C56 1.379, C58 1.388, H62 1.081
58 C -1.857 -3.073 6.832  C57 1.388, C59 1.388, H63 1.082
59 C -1.780 -1.872 6.141  C58 1.388, C60 1.387, H64 1.081
60 C -1.586 -1.879 4.767  C59 1.387, C61 1.388, H65 1.083
61 C -1.465 -3.081 4.083  C56 1.382, C60 1.388, H66 1.084
62 H -1.807 -5.231 6.681  C57 1.081
63 H -2.006 -3.071 7.903  C58 1.082
64 H -1.873 -0.935 6.672  C59 1.081
65 H -1.528 -0.944 4.223  C60 1.083
66 H -1.297 -3.095 3.013  C61 1.084
67 F -1.576 1.518 1.446  C68 1.369
68 C -1.674 2.726 2.083  F67 1.369, C69 1.376, C73 1.372
69 C -1.851 2.779 3.447  C68 1.376, C70 1.390, H74 1.081
70 C -1.932 4.038 4.029  C69 1.390, C71 1.390, H75 1.082
71 C -1.839 5.185 3.248  C70 1.390, C72 1.389, H76 1.081
72 C -1.662 5.085 1.874  C71 1.389, C73 1.386, H77 1.081
73 C -1.578 3.835 1.280  C68 1.372, C72 1.386, H78 1.080
74 H -1.925 1.871 4.030  C69 1.081
75 H -2.068 4.121 5.099  C70 1.082
76 H -1.903 6.159 3.714  C71 1.081
77 H -1.591 5.972 1.260  C72 1.081
78 H -1.430 3.709 0.217  C73 1.080
79 F 2.463 3.228 -4.006  C80 1.351
80 C 1.869 2.014 -3.994  F79 1.351, C81 1.381, C85 1.380
81 C 2.508 0.990 -3.324  C80 1.381, C82 1.388, H86 1.082
82 C 1.880 -0.247 -3.266  C81 1.388, C83 1.388, H87 1.084
83 C 0.647 -0.441 -3.875  C82 1.388, C84 1.389, H88 1.081
84 C 0.037 0.610 -4.549  C83 1.389, C85 1.389, H89 1.082
85 C 0.645 1.857 -4.611  C80 1.380, C84 1.389, H90 1.081
86 H 3.468 1.169 -2.859  C81 1.082
87 H 2.358 -1.068 -2.744  C82 1.084
88 H 0.170 -1.410 -3.825  C83 1.081
89 H -0.920 0.461 -5.031  C84 1.082
90 H 0.185 2.694 -5.118  C85 1.081
91 F -2.621 5.255 -1.170  C92 1.352
92 C -3.791 4.726 -1.595  F91 1.352, C93 1.380, C97 1.379
93 C -3.863 3.363 -1.799  C92 1.380, C94 1.388, H98 1.082
94 C -5.066 2.827 -2.238  C93 1.388, C95 1.388, H99 1.083
95 C -6.161 3.648 -2.465  C94 1.388, C96 1.388, H100 1.081
96 C -6.054 5.016 -2.251  C95 1.388, C97 1.388, H101 1.082
97 C -4.861 5.569 -1.810  C92 1.379, C96 1.388, H102 1.081
98 H -2.992 2.745 -1.624  C93 1.082
99 H -5.147 1.760 -2.408  C94 1.083
100 H -7.095 3.225 -2.810  C95 1.081
101 H -6.904 5.660 -2.431  C96 1.082
102 H -4.754 6.631 -1.635  C97 1.081
103 F 1.168 -3.577 -3.744  Cl5 1.564, C104 1.360
104 C 1.515 -3.923 -5.013  F103 1.360, C105 1.379, C109 1.379
105 C 0.754 -4.869 -5.667  C104 1.379, C106 1.388, H110 1.081
106 C 1.112 -5.213 -6.963  C105 1.388, C107 1.388, H111 1.082
107 C 2.209 -4.618 -7.571  C106 1.388, C108 1.388, H112 1.081
108 C 2.953 -3.670 -6.882  C107 1.388, C109 1.388, H113 1.082
109 C 2.608 -3.310 -5.587  C104 1.379, C108 1.388, H114 1.081
110 H -0.093 -5.320 -5.169  C105 1.081
111 H 0.529 -5.950 -7.498  C106 1.082
112 H 2.483 -4.892 -8.580  C107 1.081
113 H 3.809 -3.206 -7.353  C108 1.082
114 H 3.168 -2.569 -5.033  C109 1.081

Computed properties:
Total charge: +1
Frontier orbital gap (eV): 8.32
2S+1: 1

***

One molecule with the formula C5H6O2S. Source: the OMol25 dataset; level of theory: ωB97M-V with the def2-TZVPD basis set.

Bonds (Å) are listed after each position.
Atoms and positions in Å:
1 O -1.437 -0.751 2.407  C2 1.215
2 C -0.915 0.034 1.641  O1 1.215, C3 1.528, H9 1.136
3 C 0.093 -0.433 0.593  C2 1.528, O4 1.349, C5 1.484, S8 2.100
4 O 0.451 -1.679 0.961  C3 1.349, H10 0.998
5 C 1.109 0.427 -0.064  C3 1.484, C6 1.559, H11 1.110, H12 1.070
6 C 0.621 0.701 -1.518  C5 1.559, C7 1.331, H13 1.114
7 C -0.588 0.295 -1.900  C6 1.331, S8 1.734, H14 1.109
8 S -1.531 -0.572 -0.732  C3 2.100, C7 1.734
9 H -1.402 1.046 1.811  C2 1.136
10 H -0.217 -2.116 1.559  O4 0.998
11 H 2.063 -0.129 -0.171  C5 1.110
12 H 1.395 1.309 0.470  C5 1.070
13 H 1.302 1.332 -2.134  C6 1.114
14 H -0.944 0.536 -2.922  C7 1.109

Computed properties:
Relative energy (zero: lowest compared OMol25 entry of this formula, charge and spin) (kcal per mole): 37.2
Structure (SMILES): O=C[C@]1(O)CC=CS1
Frontier orbital gap (eV): 8.80
2S+1: 1

***

Record-wise electronic energy values, in eV: -172264.7839, -20210.5937